114
Properties=species:S:1:pos:R:3:forces:R:3:lowdin_charge:R:1 method="wB97M-V/def2-TZVPD" smiles="CC(=O)N(C)CCCC[C@@H]1C(=O)OC[C@@H]1CC=O.O=S1(=O)CCCC1.O=S1(=O)CCCC1.O=S1(=O)CCCC1.O=S1(=O)CCCC1.O=S1(=O)CCCC1" homo_lumo_gap_ev=9.5
C 0.8882 1.5689 1.7651 0.0 -1.4 -0.3 -0.0287
C -0.2569 0.6044 2.4777 -2.2 2.3 3.6 -0.3004
O -0.9335 1.0245 3.5496 3.7 -2.6 -6.3 -0.0397
N -0.4923 -0.7497 1.8022 0.6 1.5 2.0 -0.1773
C -1.9542 -1.1390 1.8141 -0.7 -0.1 -0.4 -0.1044
C 0.3681 -1.7284 2.6036 -0.1 -0.9 0.8 -0.1809
C 0.4619 -3.2329 1.8927 0.4 -0.2 1.4 -0.1741
C 1.9712 -3.5466 1.3374 0.1 0.2 0.8 -0.2040
C 2.3543 -2.8397 -0.0896 0.7 -0.6 0.0 -0.1513
C 1.1467 -2.7945 -1.1965 0.1 1.0 -2.0 -0.1381
C 1.4746 -3.9784 -2.3298 -2.2 -2.6 -0.2 -0.1908
O 0.8579 -5.1585 -2.5263 4.8 7.9 0.9 -0.0175
O 2.6008 -3.3685 -3.1123 -2.0 -0.9 1.4 -0.0942
C 2.7757 -1.8986 -2.8840 -1.3 1.8 -0.5 -0.1298
C 1.3060 -1.5148 -2.2613 0.2 -0.3 0.3 -0.2251
C 1.0249 -0.0119 -1.6699 -0.4 0.1 0.0 -0.0944
C -0.6287 0.1679 -1.5878 -1.8 4.2 -2.5 -0.1034
O -1.2994 1.1572 -2.2324 4.2 -6.2 4.1 -0.0973
H 0.5110 1.8574 0.6744 0.7 -0.4 2.5 0.0804
H 1.1798 2.5056 2.4060 -0.9 -2.0 -1.3 0.0997
H 1.8373 0.8684 1.5973 -1.9 1.5 0.4 0.0784
H -2.5756 -0.1453 1.7233 1.1 -2.1 0.3 0.1126
H -2.2766 -1.7538 2.7677 0.7 1.4 -2.0 0.0787
H -2.1638 -1.7674 0.8250 0.4 1.2 2.2 0.0892
H -0.1274 -1.8643 3.6802 0.9 0.3 -2.2 0.1327
H 1.4462 -1.2714 2.8291 -2.3 -1.0 -0.9 0.1320
H -0.4037 -3.4357 1.1268 1.8 0.6 1.4 0.1018
H 0.2761 -3.9972 2.7912 0.4 1.6 -2.0 0.1202
H 2.7232 -3.0928 2.1457 -1.6 -1.0 -1.7 0.1135
H 2.1721 -4.7211 1.3676 -0.6 2.6 -0.5 0.1237
H 3.2251 -3.5015 -0.5685 -1.9 1.5 1.0 0.1351
H 2.8613 -1.7772 0.1054 -1.5 -2.1 -0.5 0.1229
H 0.0349 -2.6538 -0.8599 2.3 -1.2 -0.2 0.1316
H 2.9728 -1.2805 -3.8815 -0.7 -2.3 2.0 0.1031
H 3.6908 -1.5522 -2.2214 -1.9 -1.4 -0.8 0.1417
H 0.4716 -1.6134 -3.1088 2.0 -0.2 1.6 0.1694
H 1.5150 0.1792 -0.5988 -1.3 -0.6 -2.3 0.1008
H 1.4512 0.7846 -2.4158 -0.9 -1.5 1.4 0.1237
H -1.2118 -0.6369 -0.9282 1.1 1.7 -1.4 0.1137
C 3.9157 2.0798 -7.7232 0.1 0.2 -0.2 -0.2231
C 5.2245 1.3915 -7.3384 0.1 -0.2 -0.3 -0.2049
C 5.3838 1.5225 -5.8247 0.3 -0.2 -0.3 -0.2386
S 3.7307 1.6298 -5.1557 0.3 0.3 -0.6 0.6916
O 3.5540 2.9433 -4.5728 -0.1 -0.5 0.3 -0.3091
O 3.4302 0.4122 -4.4294 0.0 0.7 0.3 -0.3580
C 2.8812 1.5883 -6.7217 -0.4 0.0 -0.4 -0.2301
H 3.6218 1.8480 -8.7511 0.0 0.1 0.2 0.1175
H 4.0316 3.1671 -7.6405 -0.1 -0.1 0.0 0.1229
H 5.1734 0.3310 -7.6136 0.0 0.1 0.0 0.1201
H 6.0802 1.8261 -7.8646 -0.1 -0.1 0.1 0.1210
H 5.8930 0.6551 -5.3972 -0.2 0.3 0.1 0.0899
H 5.9181 2.4380 -5.5562 -0.4 -0.3 -0.1 0.0712
H 1.9904 2.2173 -6.6805 0.1 -0.1 0.2 0.1115
H 2.6007 0.5501 -6.9227 0.0 0.1 0.1 0.1120
C -5.1170 0.7273 6.3503 -0.2 0.2 0.1 -0.2221
C -4.8862 -0.4912 7.2429 0.2 0.1 0.3 -0.2161
C -5.2241 -1.7332 6.4198 -0.1 -0.4 0.6 -0.2167
S -4.9187 -1.3003 4.7137 0.0 0.6 0.2 0.6716
O -6.1798 -1.3123 4.0026 0.5 -0.1 -0.1 -0.3122
O -3.7542 -2.0213 4.2398 -0.5 -0.2 -0.1 -0.3497
C -4.4593 0.3941 5.0195 0.2 0.5 0.0 -0.2274
H -4.6977 1.6374 6.7891 -0.1 -0.1 -0.1 0.1192
H -6.1931 0.8835 6.2089 0.1 0.0 0.0 0.1221
H -3.8332 -0.5259 7.5476 -0.1 0.0 -0.1 0.1203
H -5.4902 -0.4453 8.1545 0.1 -0.1 -0.1 0.1181
H -4.5951 -2.5829 6.6971 -0.2 0.0 -0.2 0.1117
H -6.2792 -2.0031 6.5174 0.1 0.0 -0.2 0.1139
H -4.8023 1.0281 4.2001 0.1 -0.2 0.0 0.1140
H -3.3688 0.4362 5.0976 -0.1 -0.1 -0.1 0.1053
C 8.2268 3.2510 -1.1864 0.0 0.3 0.1 -0.2241
C 6.8930 2.5907 -0.8406 0.0 -0.1 0.4 -0.2153
C 6.1682 2.3053 -2.1548 -0.6 0.1 0.4 -0.2168
S 7.4404 2.0870 -3.3899 0.3 -0.3 0.4 0.6817
O 7.3403 3.1661 -4.3500 0.3 -0.2 0.1 -0.3245
O 7.4830 0.6946 -3.7897 0.1 0.5 -0.2 -0.3255
C 8.8204 2.4168 -2.3118 0.5 0.2 0.3 -0.2315
H 8.8954 3.2931 -0.3216 -0.1 0.0 -0.2 0.1185
H 8.0529 4.2774 -1.5310 0.1 -0.1 0.0 0.1231
H 7.0789 1.6491 -0.3098 0.0 0.1 -0.1 0.1197
H 6.2866 3.2229 -0.1845 0.1 -0.1 -0.1 0.1199
H 5.5635 1.3970 -2.0917 0.1 0.1 -0.3 0.1069
H 5.5424 3.1491 -2.4582 0.1 -0.2 -0.1 0.1098
H 9.6083 2.9350 -2.8611 -0.1 -0.2 -0.1 0.1115
H 9.1898 1.4572 -1.9380 -0.1 0.1 -0.1 0.1118
C -2.4853 6.7139 -1.5747 -0.1 0.2 -0.2 -0.2285
C -3.2954 5.4186 -1.5975 -0.3 0.1 0.0 -0.2205
C -2.3065 4.2575 -1.5083 -0.5 -0.3 -0.3 -0.2348
S -0.8831 4.8802 -0.6264 0.1 -0.2 0.1 0.6620
O 0.2492 4.8912 -1.5286 -0.2 -0.1 0.5 -0.3200
O -0.8253 4.2618 0.6831 0.4 0.1 -0.4 -0.3385
C -1.4778 6.5504 -0.4464 -0.1 0.6 0.1 -0.2387
H -3.1230 7.5892 -1.4202 0.1 -0.1 0.0 0.1162
H -1.9621 6.8397 -2.5301 0.0 0.0 0.1 0.1217
H -3.9706 5.3954 -0.7335 0.1 0.0 -0.1 0.1186
H -3.9126 5.3432 -2.4982 0.1 0.0 0.2 0.1169
H -2.7294 3.4100 -0.9631 0.3 0.1 -0.1 0.1033
H -1.9767 3.9356 -2.4999 0.1 0.0 0.3 0.1049
H -0.6447 7.2526 -0.5091 0.0 -0.2 0.1 0.1092
H -1.9643 6.6289 0.5304 0.1 -0.1 -0.1 0.1094
C -5.5693 -5.4189 2.6109 0.2 -0.1 0.0 -0.2165
C -6.8015 -6.2367 2.2270 0.0 -0.1 -0.4 -0.2218
C -7.6299 -6.4403 3.4945 -0.3 -0.6 -0.3 -0.2298
S -7.2799 -5.0422 4.5501 -0.2 0.5 -0.2 0.6666
O -6.5930 -5.5182 5.7324 -0.3 0.2 0.0 -0.3284
O -8.4532 -4.1945 4.6234 0.4 -0.4 0.4 -0.3282
C -6.0848 -4.2761 3.4729 0.3 0.1 -0.3 -0.2502
H -5.0367 -5.0491 1.7299 -0.1 0.0 0.2 0.1197
H -4.8769 -6.0426 3.1889 0.0 0.1 -0.1 0.1226
H -7.3908 -5.6825 1.4863 0.1 -0.1 0.1 0.1194
H -6.5266 -7.1956 1.7767 -0.1 0.1 0.1 0.1154
H -8.7001 -6.4708 3.2750 0.2 0.0 0.3 0.1049
H -7.3324 -7.3487 4.0254 0.0 0.2 0.0 0.1062
H -5.3024 -3.7967 4.0636 -0.2 -0.2 -0.1 0.0670
H -6.6095 -3.5314 2.8669 0.1 -0.1 0.2 0.1077